Entry from the Open Molecules 2025 dataset: a cluster of 4 separate species, C26H63F3N6O11PS2 in total (ωB97M-V/def2-TZVPD).

Output
Gap between HOMO and LUMO = 6.6 eV
Total charge = +1
HOMO = -0.39100 Eh
E_tot = -3621.5194 Ha

Geometry (Å):
1 C -2.485 5.255 3.192
2 C -1.707 3.969 3.506
3 C -2.600 2.780 3.921
4 C -2.209 1.451 3.247
5 C -3.380 0.617 2.711
6 N -3.617 0.870 1.272
7 S -4.104 2.487 0.908
8 C -3.532 -0.053 0.350
9 N -3.416 -1.411 0.679
10 O -4.518 -1.823 1.450
11 C -2.132 -2.023 0.983
12 O -1.214 -1.022 1.314
13 C 0.081 -1.548 1.644
14 C 0.295 -1.424 3.144
15 O 1.497 -1.978 3.594
16 C 2.689 -1.501 2.975
17 C 2.789 0.019 2.920
18 O 4.094 0.442 2.622
19 C 4.576 0.059 1.339
20 C 5.319 1.220 0.706
21 N -3.657 0.220 -0.988
22 P -2.252 1.054 -1.966
23 O -1.087 0.985 -0.863
24 O -2.609 2.601 -1.801
25 S -4.072 -1.222 -1.875
26 O -2.903 -1.996 -2.135
27 O -5.244 -1.801 -1.330
28 C -4.599 -0.459 -3.515
29 F -3.554 -0.426 -4.356
30 F -5.081 0.769 -3.334
31 F -5.499 -1.288 -4.019
32 H -1.955 5.843 2.444
33 H -2.584 5.893 4.067
34 H -3.473 5.039 2.784
35 H -0.983 4.180 4.290
36 H -1.114 3.702 2.626
37 H -3.638 3.030 3.710
38 H -2.490 2.652 4.996
39 H -1.687 0.828 3.970
40 H -1.503 1.610 2.429
41 H -3.181 -0.432 2.863
42 H -4.301 0.902 3.218
43 H -2.878 3.013 1.059
44 H -4.204 -2.024 2.346
45 H -1.791 -2.596 0.116
46 H -2.285 -2.735 1.802
47 H 0.817 -0.991 1.066
48 H 0.154 -2.597 1.348
49 H 0.168 -0.384 3.459
50 H -0.501 -1.993 3.632
51 H 3.508 -1.848 3.606
52 H 2.838 -1.974 1.999
53 H 2.554 0.410 3.909
54 H 2.096 0.465 2.192
55 H 3.756 -0.252 0.684
56 H 5.252 -0.792 1.456
57 H 4.606 1.953 0.331
58 H 5.876 0.838 -0.150
59 H 5.980 1.688 1.429
60 H -0.416 0.340 -1.125
61 H -3.562 2.763 -1.758
62 C 4.250 -5.390 7.203
63 C 3.551 -5.043 5.893
64 C 4.503 -4.808 4.712
65 O 5.167 -3.558 4.721
66 C 6.319 -3.483 5.542
67 N 2.664 -3.898 6.110
68 H 4.682 -4.506 7.672
69 H 3.533 -5.811 7.906
70 H 5.045 -6.121 7.050
71 H 2.928 -5.899 5.615
72 H 3.906 -4.803 3.795
73 H 5.230 -5.625 4.623
74 H 6.861 -4.434 5.550
75 H 6.072 -3.204 6.568
76 H 6.966 -2.713 5.124
77 H 2.125 -3.737 5.262
78 H 3.250 -3.071 6.190
79 C 7.855 1.489 -5.178
80 C 8.186 0.892 -3.813
81 C 7.204 -0.191 -3.353
82 O 5.955 0.294 -2.890
83 C 5.013 0.606 -3.897
84 N 8.323 1.979 -2.842
85 H 7.035 2.205 -5.114
86 H 8.719 2.023 -5.568
87 H 7.582 0.714 -5.897
88 H 9.161 0.403 -3.895
89 H 7.644 -0.707 -2.496
90 H 7.047 -0.942 -4.138
91 H 5.097 -0.078 -4.747
92 H 5.117 1.633 -4.252
93 H 4.020 0.499 -3.457
94 H 8.671 1.613 -1.961
95 H 7.394 2.332 -2.626
96 C -7.095 0.751 -5.957
97 C -7.600 2.183 -5.821
98 C -9.042 2.382 -6.303
99 O -9.197 2.408 -7.705
100 C -9.263 1.146 -8.341
101 N -6.654 3.080 -6.490
102 H -6.827 0.502 -6.983
103 H -6.215 0.599 -5.343
104 H -7.850 0.036 -5.619
105 H -7.594 2.437 -4.755
106 H -9.380 3.363 -5.959
107 H -9.711 1.632 -5.859
108 H -9.778 0.412 -7.713
109 H -8.273 0.765 -8.601
110 H -9.829 1.277 -9.262
111 H -6.912 4.044 -6.305
112 H -6.778 2.973 -7.493

These are the Mulliken partial charges, in e, on atoms 1 to 2: -1.3090 -0.4764

Entry from the Open Molecules 2025 dataset: an isolated molecule of C8H11NO (ωB97M-V/def2-TZVPD).

Output
Relative energy (zero: lowest compared OMol25 entry of this formula, charge and spin) = 3.6614 eV
Gap between HOMO and LUMO = 10.8 eV
HOMO = -0.36694 Eh
E_tot = -441.3130 Ha

Geometry (Å):
1 C -0.130 1.860 -0.874
2 C -0.364 0.474 -0.286
3 C -1.823 0.097 -0.333
4 N -2.647 -0.016 0.635
5 C 0.600 -0.666 -0.702
6 C 1.724 -0.155 0.256
7 C 1.908 -1.543 0.890
8 C 0.396 -1.433 0.646
9 C 0.377 0.090 1.013
10 H 0.935 2.122 -0.836
11 H -0.454 1.901 -1.923
12 H -0.690 2.621 -0.312
13 H 0.737 -1.111 -1.697
14 H 2.484 0.601 0.022
15 H 2.452 -2.290 0.293
16 H 2.237 -1.565 1.940
17 H -0.399 -2.158 0.863
18 H 0.269 0.519 2.018
19 O -2.309 0.011 -1.577
20 H -2.168 0.069 1.529
21 H -3.135 0.570 -1.567

These are the natural (NBO) partial charges, in e, on atoms 1 to 2: -0.6095 -0.1338

Number 1 is which compound?
C26H63F3N6O11PS2